# C21H27F3N2O3

An isolated molecule of C21H27F3N2O3 in a non-equilibrium geometry (ωB97M-V/def2-TZVPD, OMol25).

Geometry (Å):
C (-4.1095, 0.0169, 0.0369)
H (3.9366, -2.1448, -4.9393)
C (5.0102, -0.7214, -1.9672)
H (-0.8974, -0.4006, 1.4574)
F (-5.6689, 0.8136, 4.6870)
C (-0.2791, 0.1487, 0.7323)
H (5.1353, 0.5598, -0.2173)
H (1.3807, -1.0464, 1.3680)
H (-6.0861, -0.5525, 2.7226)
H (-0.1512, -2.4254, -0.0317)
C (-3.2248, 0.9411, 0.5851)
H (6.0589, -1.8157, -0.7337)
C (2.0477, 0.2478, -0.2035)
H (3.3835, -1.3117, -0.0584)
C (-2.0883, 1.4652, -0.2508)
H (5.6574, -0.3713, -5.2154)
C (-5.1333, -0.5169, 0.7977)
H (-3.9832, -0.2750, -0.9950)
C (6.2924, -0.1153, -2.5508)
C (0.9806, -0.6560, 0.4262)
H (-2.4502, 1.7319, -1.2472)
H (-1.6260, 2.3379, 0.2178)
H (6.3655, -1.9711, -5.4622)
C (-4.5198, 1.1884, 4.1096)
C (5.9168, -1.3094, -4.7193)
H (-0.3025, -2.0141, -2.4689)
H (0.8696, -0.7054, -2.3476)
N (3.2566, -0.3398, -0.3005)
C (-5.2898, -0.1412, 2.1219)
H (-2.7032, 2.0338, 2.3578)
F (-4.4247, 2.5191, 4.2769)
H (-5.8164, -1.2292, 0.3614)
H (7.1936, -1.9819, -3.1307)
C (0.0745, -1.2303, -1.8098)
C (-3.3771, 1.3177, 1.9106)
C (-1.0389, -0.2187, -1.6160)
H (4.0244, 1.1732, -1.4633)
O (-1.8399, 0.0073, -2.5059)
F (-3.5314, 0.6538, 4.8600)
H (7.8189, -0.5745, -3.9981)
O (5.2752, -1.9377, -1.2810)
C (4.0226, -1.0427, -3.0950)
C (4.3820, 0.2720, -0.9631)
H (6.0460, 0.8454, -3.0052)
C (-4.4086, 0.7787, 2.6698)
C (6.9137, -1.0355, -3.5987)
H (3.1492, -1.5371, -2.6685)
C (0.6128, -1.8073, -0.5100)
H (0.0125, 1.1026, 1.1851)
H (3.7010, -0.1070, -3.5543)
O (1.8354, 1.3902, -0.5485)
H (1.4773, -2.4436, -0.7124)
H (4.9171, -2.9008, -3.6765)
N (-1.0728, 0.4431, -0.4399)
C (4.6584, -1.9497, -4.1445)
H (7.0077, 0.0707, -1.7435)

Values from the calculation:
- spin multiplicity = 1
- frontier orbital gap (Eh) = 0.352
- relative energy (zero: lowest compared OMol25 entry of this formula, charge and spin) (eV) = 0.000
- structure (SMILES) = O=C(NCC1(O)CCCCC1)[C@@H]1CCC(=O)N(Cc2cccc(C(F)(F)F)c2)C1
- net charge = 0

***

# C21H27F3O18

A cluster of 6 separate species, C21H27F3O18 in total in a non-equilibrium geometry (ωB97M-V/def2-TZVPD, OMol25).

Geometry (Å):
C (0.7060, 0.6141, -1.4448)
O (-3.0030, 1.2459, -2.7943)
H (0.1527, 2.9528, 1.1369)
O (-2.7717, -1.2400, -1.0568)
H (-4.4024, 3.7233, -1.4030)
F (0.2617, -2.1595, -2.7950)
H (-5.5483, 2.0678, 0.2522)
F (5.8567, 4.7638, -1.2044)
H (-2.5754, -4.1272, -2.0625)
O (-5.0541, 2.0815, -2.4459)
H (-4.9696, -4.5936, -1.2769)
O (3.8311, -4.8423, 5.1167)
C (3.3188, -3.9476, 4.5170)
H (4.6920, 5.3081, -2.7313)
H (1.9303, -1.4033, -3.5447)
O (1.8919, 2.5862, 2.2133)
O (2.6481, -2.9972, 5.1653)
H (0.7339, -3.2805, 2.4980)
C (4.7012, 4.5795, -1.8968)
O (3.3959, 1.4095, -2.1603)
H (-4.5853, -1.9423, -1.5255)
H (2.9986, -1.1312, -1.3537)
H (-0.1552, 0.5823, 1.2904)
C (1.4944, -2.7600, 1.9509)
C (2.6788, -2.6088, 2.7766)
O (-2.0440, -3.2022, -0.3650)
H (3.3598, -1.9460, 2.2659)
O (3.2761, -3.8081, 3.1663)
C (3.6069, 2.5315, -1.8950)
O (-1.0825, -1.3789, 0.4374)
C (-2.8150, 2.4123, -1.9993)
H (3.9767, 4.5758, 0.0697)
C (-4.1566, -4.3514, -0.5903)
C (0.1971, 1.0373, 2.2144)
C (-4.4932, 1.9913, -0.0924)
H (2.8561, 5.4410, -0.9592)
H (1.7006, -2.3159, -0.8777)
C (2.3029, -1.9963, 4.1758)
O (3.5931, 1.1760, 2.8084)
C (-4.3086, 1.1130, -3.0489)
O (4.6631, 3.2397, -2.4139)
H (1.6788, -3.2759, 0.9718)
C (3.4969, 4.5826, -0.9344)
O (0.7534, 0.0755, -2.6957)
O (1.4367, 0.4064, 2.5631)
O (2.8511, 3.3457, -1.0848)
H (1.1125, -1.7949, 1.6979)
H (1.2740, -1.7256, 4.4046)
C (-1.8348, -1.8701, -0.3093)
O (-4.7678, 0.2896, -3.7737)
H (-3.3367, -1.9401, -2.8510)
C (1.3042, -1.2423, -2.7082)
H (-3.6720, -5.2685, -0.1975)
C (-3.5932, -2.1636, -1.7811)
O (1.3121, -0.2714, -0.6602)
H (-2.2057, 2.1993, -1.1445)
H (-3.8338, 2.4630, 0.6918)
C (0.4814, 2.5213, 2.1053)
C (1.9439, -1.3276, -1.3752)
H (-0.5416, 0.9729, 3.0153)
F (-0.0195, 3.2251, 3.1253)
C (-3.0936, -3.5227, -1.2809)
H (-4.5290, -3.7730, 0.2498)
H (-2.3261, 3.2522, -2.5532)
H (2.9383, -1.1518, 4.4574)
C (-4.2300, 2.6458, -1.4805)
H (-4.1631, 0.9340, -0.0771)
O (0.2805, 1.6683, -1.1082)
C (2.4233, 1.3452, 2.6154)

Values from the calculation:
- spin multiplicity = 1
- frontier orbital gap (Eh) = 0.398
- relative energy (zero: lowest compared OMol25 entry of this formula, charge and spin) (eV) = 0.000
- structure (SMILES) = O=C1OC[C@@H](F)O1.O=C1OC[C@@H](F)O1.O=C1OC[C@@H](F)O1.C[C@H]1COC(=O)O1.C[C@H]1COC(=O)O1.C[C@H]1COC(=O)O1
- net charge = 0

***

# C21H27FN2O4

A structure of composition C21H27FN2O4 in a non-equilibrium geometry (ωB97M-V/def2-TZVPD, OMol25).

Geometry (Å):
H (-1.7374, -2.7917, -0.6532)
H (3.9745, 6.0720, -5.1853)
C (-2.0289, -2.8189, 0.2797)
H (-0.5309, -0.2669, 3.5652)
C (-2.2491, -4.2165, 0.7136)
C (-0.6344, -2.4335, 1.0427)
O (-0.6374, 3.1991, -0.0243)
H (2.4019, 2.8058, -2.5502)
C (-2.1639, -7.1860, -0.6268)
O (3.8117, 4.4465, -3.8621)
C (2.5212, 6.2424, -2.7035)
C (-2.3490, 1.7961, 1.2949)
H (-0.4370, 5.5368, -0.8551)
H (0.1088, -3.0012, 0.8468)
C (0.9201, 3.9586, -1.5887)
N (-0.5172, -0.8902, 0.9279)
H (-0.4927, -7.0873, 0.5139)
F (2.8458, 7.3793, -3.0390)
C (0.8253, -0.5481, 1.7913)
H (-1.6769, -7.0143, -1.4738)
C (0.2678, 2.9928, -0.7443)
H (-2.3584, 2.3950, 1.9779)
C (4.6880, 5.5942, -4.3224)
H (-1.9479, -2.0886, 2.8582)
H (-3.3550, -6.8916, -0.7628)
C (-1.5159, -6.6309, 0.5311)
C (-0.9963, -2.6038, 2.7042)
C (-0.2609, 0.9401, -0.3807)
H (1.1974, -0.5450, 4.1305)
H (-0.9376, -0.8829, -0.7702)
H (0.9660, 0.5604, 1.6384)
C (2.1895, 3.8484, -2.3336)
H (-2.0483, -6.6929, 1.4452)
H (-0.2363, -2.5837, 4.7367)
C (0.3910, -2.2412, 3.6030)
H (0.9018, 7.3846, -1.6499)
C (-0.5021, -0.4029, -0.1772)
H (0.9664, -2.9052, 3.4886)
H (-1.2457, -3.6686, 2.9100)
C (0.7433, 5.3958, -1.2266)
H (-2.1967, 0.5499, 1.4231)
O (-1.4765, -5.0127, 0.3619)
H (1.5193, -1.1774, 1.5234)
C (-1.2638, 1.9371, 0.2310)
N (0.6514, 1.7433, -1.0117)
H (-3.2440, 1.9838, 0.7495)
C (0.4786, -0.8733, 3.5355)
H (0.6356, -0.8631, -0.7740)
H (5.1068, 6.1660, -3.5871)
H (-2.8644, -2.1832, 0.5020)
C (2.6933, 4.9727, -2.9942)
O (-3.1897, -4.5774, 1.2550)
C (1.3191, 6.3867, -1.8979)
H (5.2223, 5.0300, -4.9839)
H (-2.2520, -8.2386, -0.4027)

Values from the calculation:
- spin multiplicity = 1
- frontier orbital gap (Eh) = 0.292
- relative energy (zero: lowest compared OMol25 entry of this formula, charge and spin) (eV) = 21.465
- net charge = 0

***

# C21H27IN6O8

An isolated molecule of C21H27IN6O8 in a non-equilibrium geometry (ωB97M-V/def2-TZVPD, OMol25).

Geometry (Å):
C (-3.0449, -0.1890, -1.4721)
H (-1.6097, -3.7388, 1.8178)
H (4.3251, 0.6427, -1.9704)
O (1.5351, -1.1076, 2.6166)
C (-1.5181, -3.8899, 0.7456)
C (-3.4380, 1.0727, -1.0311)
I (0.1578, 3.4823, -1.2862)
H (-2.0517, -0.5557, 1.6030)
H (-1.1815, -0.0043, 3.7107)
C (-0.6892, -1.5706, 0.4422)
H (-2.7639, -2.1927, 0.2723)
C (-0.7920, 0.6096, -1.9355)
C (-1.4840, -1.8365, -2.3603)
C (3.4439, 0.0222, 0.8514)
N (-4.7558, 1.2802, -0.5701)
H (2.6465, -1.4046, -0.5012)
H (-4.1537, 2.9210, 1.4207)
H (-1.9228, 2.3026, 4.1938)
H (4.4046, -1.2705, -0.6052)
C (-1.5875, 2.0559, 3.1833)
C (3.3374, 0.2718, -1.6877)
O (-1.2228, -2.1075, -3.5150)
C (-1.7558, -0.4345, -1.8888)
C (-2.5014, 2.1087, -1.0063)
O (3.9840, 2.3570, 0.6670)
C (-1.7693, -2.5753, 0.0134)
H (1.0762, -1.4479, -1.9784)
H (2.7657, 1.1427, -1.3659)
H (-2.2399, -4.6417, 0.4339)
O (-5.5779, 0.4052, -0.7408)
N (-1.6677, -2.7876, -1.4190)
N (5.6859, 0.9207, 1.0027)
C (-1.2275, 1.8717, -1.4408)
H (-0.5113, -4.2434, 0.5338)
N (2.1057, 0.4887, 1.1222)
H (-1.4893, -3.7335, -1.7286)
O (0.4387, -1.6445, -0.0130)
O (-3.3794, 3.0377, 2.0295)
C (1.2036, -0.6963, -2.7600)
C (-0.6727, 0.8322, 3.2307)
C (-0.1993, 0.3841, 1.8406)
H (0.1988, 1.0785, 3.8389)
C (-2.8280, 1.8824, 2.3354)
H (2.7810, 0.3625, -3.7585)
H (3.2124, -1.2537, -3.2058)
C (1.2353, -0.1797, 1.8992)
H (-3.7816, -0.9782, -1.4892)
C (4.3825, 1.2274, 0.8434)
N (0.4533, 0.4808, -2.3952)
H (-0.2201, 1.2422, 1.1526)
H (6.3650, 1.6641, 1.0032)
H (5.9933, -0.0155, 1.1943)
H (-1.0501, 2.9271, 2.8034)
H (3.7067, -0.6797, 1.6485)
C (3.4784, -0.7021, -0.5127)
H (0.9864, 1.3407, -2.4500)
O (-3.2710, 0.8191, 1.9591)
H (1.8377, 1.3281, 0.6315)
H (-2.7966, 3.0843, -0.6510)
O (-5.0062, 2.3458, -0.0072)
C (2.6810, -0.3424, -2.9288)
H (0.8173, -1.1143, -3.6966)
N (-1.0780, -0.6551, 1.3309)

Values from the calculation:
- spin multiplicity = 1
- frontier orbital gap (Eh) = 0.286
- structure (SMILES) = C[C@@H]1NC(=O)c2cc([N+](=O)[O-])cc(I)c2NCCCC[C@@H](C(N)=O)NC(=O)[C@H](CCC(=O)O)NC1=O
- net charge = 0

***

# C21H27N3O3S

An isolated molecule of C21H27N3O3S in a non-equilibrium geometry (ωB97M-V/def2-TZVPD, OMol25).

Geometry (Å):
N (1.8597, 0.7738, 0.4833)
C (-0.2419, 0.2219, 1.5037)
O (1.5516, 1.3650, 2.6494)
C (-0.5688, 2.9893, -0.5557)
C (-1.3344, -2.8063, -0.2931)
H (3.2902, 1.9963, -0.4126)
C (4.1448, 0.0800, -0.0108)
H (5.6174, 0.4806, 1.5102)
H (-2.9855, 4.2280, 1.3614)
C (5.3297, -0.1519, 0.6799)
O (-1.8677, 0.5490, -1.9453)
H (-2.6621, 5.7402, -0.5747)
C (3.8370, -0.7785, -1.0623)
C (-4.1529, -4.9988, 0.9632)
H (-3.6582, -5.9248, 0.6826)
H (3.5212, 1.6492, 1.3206)
C (-4.0223, -2.5754, 0.3371)
H (0.4979, 2.8458, -0.3734)
C (-2.8721, 2.3907, 0.2439)
S (-1.0960, -0.1394, -0.9567)
C (-2.0414, -3.9124, 0.1471)
C (3.2299, 1.2173, 0.3596)
C (5.8687, -1.9361, -0.6118)
H (-3.1325, 2.0231, -0.7486)
C (-1.3734, 2.1816, 0.4638)
H (1.4407, 0.2939, -0.3093)
H (-0.6420, 4.8380, 0.5422)
C (-3.2171, 3.8734, 0.3539)
H (-0.2907, -2.8727, -0.5587)
H (-0.3552, 5.0370, -1.1887)
H (-3.7977, -0.5067, -0.2162)
H (-4.2866, 4.0147, 0.1863)
H (-1.5408, -4.8648, 0.2394)
H (-1.1130, 2.5298, 1.4706)
C (-2.4176, 4.6798, -0.6641)
H (-5.0714, -2.4878, 0.5780)
H (-0.8008, 2.6207, -1.5553)
C (1.1584, 0.8515, 1.6219)
C (-1.9809, -1.5917, -0.4101)
H (-3.4290, 1.8162, 0.9880)
H (-0.7590, 0.3646, 2.4589)
H (-5.1649, -5.0016, 0.5655)
H (2.9250, -0.6513, -1.6289)
H (6.5863, -2.7212, -0.8110)
H (-2.6848, 4.3535, -1.6710)
O (0.2387, -0.5529, -1.3378)
H (4.5038, -2.4903, -2.1760)
C (-3.3218, -1.4668, -0.0997)
C (-0.9225, 4.4704, -0.4481)
C (-3.3904, -3.8100, 0.4681)
N (-1.0472, 0.7594, 0.4334)
C (4.7133, -1.8065, -1.3678)
H (-4.2218, -4.9665, 2.0507)
H (-0.1298, -0.8502, 1.3238)
N (6.1707, -1.1276, 0.3889)

Values from the calculation:
- spin multiplicity = 1
- frontier orbital gap (Eh) = 0.354
- relative energy (zero: lowest compared OMol25 entry of this formula, charge and spin) (eV) = 1.688
- structure (SMILES) = Cc1ccc(S(=O)(=O)N(CC(=O)NCc2cccnc2)C2CCCCC2)cc1
- net charge = 0

***

# C21H27N4O4OsPSi

A structure of composition C21H27N4O4OsPSi in a non-equilibrium geometry (ωB97M-V/def2-TZVPD, OMol25).

Geometry (Å):
H (-1.4039, 0.2773, -4.5008)
H (4.9958, 0.5265, -0.9237)
H (-4.1651, 2.3520, -2.7088)
H (-0.1839, 4.5728, -0.2139)
C (-2.3170, 1.9994, 0.1291)
P (1.8801, -0.4220, 0.0329)
H (-0.8212, 1.7366, 3.2283)
C (-1.3115, -1.4299, 1.8812)
C (-2.0446, -1.7351, 0.5703)
H (3.8152, -1.0079, 2.7807)
H (-5.2568, 0.5315, 1.0170)
H (0.4084, 2.9988, 3.0412)
C (2.0916, -1.9364, 1.0704)
Os (-0.2251, 0.3383, -0.1557)
H (-3.4058, -3.2417, 1.2364)
C (-3.1592, -2.0303, -1.9396)
H (5.2787, -1.6122, 1.9859)
H (-4.4391, -3.4857, -1.0279)
H (1.5226, -2.7524, 0.6185)
C (-4.5224, 1.0329, 0.4009)
Si (-0.6748, 2.4817, 0.8899)
N (4.3498, -0.0374, 0.9955)
N (4.1852, -1.4081, -1.0041)
O (-1.8587, -0.3547, -3.9165)
C (4.9394, -0.3715, -0.3071)
H (-3.0302, 1.0458, 1.9314)
O (-0.6256, -0.3278, 1.8161)
H (1.6846, -1.7480, 2.0664)
H (2.7287, 0.9513, 1.8914)
H (3.4830, -3.3504, -0.6548)
C (-3.6307, -2.7851, -0.8670)
C (4.2650, -1.2490, 1.8171)
O (-0.6181, 0.5682, -2.3040)
C (-3.9036, 2.0566, -1.7013)
C (-4.8396, 1.4029, -0.9024)
C (-2.6503, 2.3440, -1.1931)
H (-1.2934, 3.4357, 3.0575)
C (2.8797, -0.9134, -1.4340)
H (1.2999, 3.9186, 0.4834)
H (-5.8260, 1.1934, -1.2954)
H (5.0826, -2.9867, 0.0044)
H (2.3491, -1.6924, -1.9873)
H (0.6998, 3.3228, -1.0780)
H (3.2577, 1.6082, 0.3156)
C (-3.2708, 1.3265, 0.9120)
C (0.4061, 3.6586, -0.0823)
H (-1.9281, 2.8599, -1.8154)
N (-1.6197, -1.0180, -0.4636)
C (-3.0684, -2.6550, 0.3925)
C (-2.1283, -1.1432, -1.7066)
C (4.0793, -2.5887, -0.1511)
O (-1.4169, -2.1572, 2.8287)
C (-1.4683, -0.2421, -2.6831)
N (3.4959, -2.2961, 1.1574)
H (5.9514, -0.7371, -0.1337)
H (-3.5784, -2.1412, -2.9296)
H (3.0160, -0.0586, -2.1017)
C (3.1229, 0.7011, 0.9055)
C (-0.5833, 2.6739, 2.7251)

Values from the calculation:
- spin multiplicity = 1
- frontier orbital gap (Eh) = 0.214
- relative energy (zero: lowest compared OMol25 entry of this formula, charge and spin) (eV) = 0.000
- net charge = +2